1.
The following is a quantum chemistry calculation of a structure of composition C17H12F3N2O5Pt, from OMol25.

Values from the calculation:
Calculated total energy   -1559.75734 Ha
Charge   -1
Lowest unoccupied orbital energy   2.50 eV
Gap between HOMO and LUMO   0.263 hartree
Energy relative to the best compared isomer or geometry (same formula, charge and spin)   0.0 kcal/mol

Cartesian coordinates (Å):
Pt (0.18, -0.44, 0.61)
C (4.46, 0.00, 1.56)
O (4.82, 0.77, 0.42)
C (3.86, 1.39, -0.34)
C (4.31, 2.47, -1.08)
C (3.45, 3.18, -1.90)
C (2.14, 2.79, -2.03)
C (1.63, 1.67, -1.34)
C (0.28, 1.30, -1.60)
N (-0.33, 0.25, -1.12)
N (-1.56, -0.08, -1.56)
C (-2.21, -0.83, -0.71)
O (-1.80, -1.04, 0.50)
C (-3.47, -1.45, -1.15)
C (-4.07, -2.43, -0.36)
C (-5.23, -3.06, -0.79)
C (-5.82, -2.70, -1.99)
C (-5.23, -1.71, -2.77)
C (-4.07, -1.09, -2.36)
C (2.51, 0.96, -0.44)
O (2.12, -0.09, 0.23)
H (5.41, -0.20, 2.07)
H (3.99, -0.94, 1.30)
H (3.80, 0.55, 2.23)
H (5.36, 2.74, -0.99)
H (3.82, 4.04, -2.45)
H (1.47, 3.33, -2.69)
H (-0.29, 1.92, -2.27)
H (-3.60, -2.70, 0.57)
H (-5.67, -3.84, -0.18)
H (-6.72, -3.19, -2.32)
H (-5.69, -1.43, -3.71)
H (-3.61, -0.32, -2.96)
F (2.31, -0.23, 4.93)
C (0.98, -0.01, 4.81)
F (0.36, -1.05, 5.41)
F (0.71, 1.08, 5.54)
C (0.55, 0.12, 3.32)
O (0.69, -0.96, 2.67)
O (0.16, 1.22, 2.95)


2.
The following is a quantum chemistry calculation of a structure of composition C53H73FGeMnN5O2P3, from OMol25.

Values from the calculation:
Calculated total energy   -6839.08045 Ha
Charge   +2
Spin multiplicity   6
Lowest unoccupied orbital energy (spin up / spin down)   -5.22 / -7.24 eV
Gap between HOMO and LUMO (spin up / spin down)   0.244 / 0.172 hartree

Cartesian coordinates (Å):
Mn (0.07, 0.33, -0.12)
C (-0.88, -0.99, -5.38)
C (-1.05, -1.10, -3.87)
C (-0.89, -2.55, -3.41)
P (-0.05, 0.06, -2.81)
C (-0.80, 1.64, -3.37)
N (-0.32, 2.81, -2.64)
Ge (0.14, 2.76, -0.75)
N (1.78, 3.34, 0.29)
C (2.66, 2.36, 0.95)
P (1.80, 1.12, 2.02)
C (3.00, -0.31, 2.03)
C (2.78, -1.20, 3.26)
C (4.48, 0.03, 1.85)
C (1.93, 1.97, 3.67)
C (3.33, 2.21, 4.24)
C (1.06, 1.26, 4.73)
C (2.42, 4.45, -0.24)
C (3.78, 4.76, -0.06)
C (4.34, 5.88, -0.66)
C (3.58, 6.69, -1.50)
C (2.25, 6.39, -1.70)
C (1.68, 5.31, -1.04)
N (0.29, 4.92, -1.14)
C (-0.34, 5.18, -2.44)
C (-0.74, 6.44, -2.86)
C (-1.35, 6.61, -4.08)
C (-1.61, 5.48, -4.86)
C (-1.28, 4.22, -4.42)
C (-0.63, 4.04, -3.19)
C (-0.60, 5.51, -0.17)
C (-0.46, 6.78, 0.34)
C (-1.53, 7.35, 1.01)
C (-2.76, 6.67, 1.13)
C (-2.89, 5.39, 0.68)
C (-1.78, 4.74, 0.07)
N (-1.68, 3.46, -0.29)
C (-2.75, 2.49, -0.17)
P (-2.10, 0.98, 0.69)
C (-1.97, 1.55, 2.45)
C (-2.12, 0.35, 3.39)
C (-2.88, 2.70, 2.89)
C (-3.48, -0.23, 0.57)
C (-3.51, -0.82, -0.85)
C (-4.84, 0.29, 0.99)
C (1.68, 0.28, -3.46)
C (2.54, -0.96, -3.21)
C (1.85, 0.74, -4.90)
H (-1.69, -1.53, -5.87)
H (0.05, -1.45, -5.71)
H (-0.91, 0.04, -5.74)
H (-2.08, -0.80, -3.62)
H (0.12, -2.92, -3.62)
H (-1.60, -3.19, -3.94)
H (-1.07, -2.66, -2.34)
H (-1.89, 1.54, -3.26)
H (-0.59, 1.74, -4.43)
H (3.36, 2.88, 1.60)
H (3.23, 1.81, 0.20)
H (2.68, -0.88, 1.16)
H (3.20, -0.76, 4.16)
H (3.27, -2.16, 3.10)
H (1.71, -1.38, 3.43)
H (4.84, 0.76, 2.58)
H (4.70, 0.41, 0.85)
H (5.07, -0.88, 1.98)
H (1.47, 2.94, 3.46)
H (3.80, 1.28, 4.55)
H (3.25, 2.84, 5.13)
H (4.00, 2.72, 3.55)
H (1.60, 0.43, 5.18)
H (0.15, 0.87, 4.29)
H (0.79, 1.95, 5.53)
H (4.40, 4.12, 0.54)
H (5.38, 6.10, -0.50)
H (4.03, 7.54, -2.00)
H (1.66, 7.00, -2.37)
H (-0.59, 7.30, -2.22)
H (-1.64, 7.59, -4.42)
H (-2.10, 5.60, -5.82)
H (-1.54, 3.36, -5.03)
H (0.47, 7.33, 0.20)
H (-1.44, 8.36, 1.41)
H (-3.60, 7.16, 1.59)
H (-3.84, 4.88, 0.78)
H (-3.09, 2.19, -1.17)
H (-3.61, 2.86, 0.38)
H (-0.94, 1.91, 2.51)
H (-3.10, -0.11, 3.29)
H (-2.01, 0.68, 4.42)
H (-1.34, -0.39, 3.18)
H (-3.94, 2.46, 2.80)
H (-2.67, 3.62, 2.35)
H (-2.68, 2.90, 3.95)
H (-3.17, -1.04, 1.25)
H (-3.91, -0.10, -1.56)
H (-4.15, -1.70, -0.87)
H (-2.51, -1.12, -1.17)
H (-5.22, 1.04, 0.28)
H (-4.84, 0.74, 1.99)
H (-5.56, -0.53, 1.01)
H (2.04, 1.08, -2.81)
H (2.19, -1.81, -3.80)
H (2.56, -1.23, -2.16)
H (3.57, -0.75, -3.50)
H (1.60, -0.04, -5.62)
H (2.90, 1.00, -5.06)
H (1.27, 1.64, -5.15)
F (1.83, 0.21, -0.55)
C (-3.72, -4.95, -0.81)
O (-3.29, -4.58, 0.50)
C (-3.62, -5.39, 1.53)
C (-4.40, -6.53, 1.41)
C (-4.75, -7.27, 2.54)
C (-4.33, -6.87, 3.80)
C (-3.53, -5.74, 3.91)
C (-3.14, -5.03, 2.79)
N (-2.36, -3.85, 2.99)
C (-1.45, -3.26, 2.26)
C (-0.72, -3.72, 1.16)
C (-0.56, -5.10, 0.84)
C (0.28, -5.50, -0.16)
C (1.00, -4.52, -0.87)
C (0.88, -3.19, -0.59)
C (0.00, -2.73, 0.41)
O (-0.18, -1.46, 0.63)
H (-3.29, -4.21, -1.48)
H (-4.81, -4.94, -0.89)
H (-3.35, -5.94, -1.09)
H (-4.76, -6.85, 0.44)
H (-5.37, -8.15, 2.43)
H (-4.62, -7.42, 4.68)
H (-3.18, -5.42, 4.89)
H (-2.53, -3.41, 3.88)
H (-1.18, -2.26, 2.59)
H (-1.07, -5.84, 1.45)
H (0.41, -6.55, -0.38)
H (1.68, -4.84, -1.66)
H (1.45, -2.44, -1.13)


3.
The following is a quantum chemistry calculation of a cluster of 2 separate species, H4S4 in total, from OMol25.

Values from the calculation:
Structure (SMILES)   SS.SS
Calculated total energy   -1595.10955 Ha
Lowest unoccupied orbital energy   0.15 eV
Gap between HOMO and LUMO   0.330 hartree
Energy relative to the best compared isomer or geometry (same formula, charge and spin)   10.7 kcal/mol

Cartesian coordinates (Å):
S (0.85, 0.82, 2.27)
S (0.16, -0.88, 1.35)
H (-0.30, 1.49, 2.50)
H (-0.17, -1.64, 2.41)
S (0.22, 0.48, -1.18)
S (-0.38, 0.27, -3.20)
H (-0.90, 0.11, -0.53)
H (0.52, -0.65, -3.62)


4.
The following is a quantum chemistry calculation of a cluster of 2 separate species, C4H12N4 in total, from OMol25.

Values from the calculation:
Structure (SMILES)   [H]/N=N/CC.C/N=N\C
Calculated total energy   -378.46328 Ha
Lowest unoccupied orbital energy   0.93 eV
Gap between HOMO and LUMO   0.335 hartree
Energy relative to the best compared isomer or geometry (same formula, charge and spin)   109.8 kcal/mol

Cartesian coordinates (Å):
H (1.32, 1.13, -1.58)
N (1.74, 0.85, -0.69)
N (2.16, -0.34, -0.63)
C (2.71, -0.75, 0.69)
C (2.37, 0.12, 1.89)
H (3.75, -0.78, 0.61)
H (2.39, -1.74, 0.78)
H (3.01, 1.07, 1.86)
H (1.31, 0.44, 1.79)
H (2.53, -0.45, 2.78)
C (-2.01, 1.20, 1.42)
N (-1.17, 0.50, 0.51)
N (-1.32, 0.07, -0.62)
C (-2.64, 0.05, -1.13)
H (-1.28, 1.13, 2.27)
H (-2.02, 2.22, 1.10)
H (-2.99, 0.73, 1.73)
H (-2.77, 1.06, -1.46)
H (-2.80, -0.51, -2.07)
H (-3.36, -0.30, -0.38)


5.
The following is a quantum chemistry calculation of an isolated molecule of C2H2N4O, from OMol25.

Values from the calculation:
Calculated total energy   -371.47949 Ha
Lowest unoccupied orbital energy (spin up / spin down)   -0.07 / -0.07 eV
Gap between HOMO and LUMO (spin up / spin down)   0.307 / 0.307 hartree
Energy relative to the best compared isomer or geometry (same formula, charge and spin)   88.4 kcal/mol

Cartesian coordinates (Å):
C (-1.11, -0.59, -0.30)
C (-0.77, 0.71, 0.22)
N (-0.14, -1.40, -0.08)
N (0.46, 1.09, 0.15)
N (0.91, -1.71, 0.24)
N (1.59, 0.60, 0.23)
O (2.59, 0.84, -0.39)
H (-2.03, -0.89, -0.74)
H (-1.50, 1.36, 0.68)


6.
The following is a quantum chemistry calculation of an isolated molecule of C2H5NOS, from OMol25.

Values from the calculation:
Structure (SMILES)   O/N=C\CS
Calculated total energy   -607.21935 Ha
Lowest unoccupied orbital energy   0.53 eV
Gap between HOMO and LUMO   0.356 hartree
Energy relative to the best compared isomer or geometry (same formula, charge and spin)   117.6 kcal/mol

Cartesian coordinates (Å):
O (0.75, 0.10, 1.49)
N (0.52, -1.29, 1.38)
C (-0.24, -1.40, 0.39)
C (-1.11, -0.09, -0.40)
S (0.02, 1.13, -1.46)
H (0.94, -0.11, 2.67)
H (-0.34, -2.58, 0.19)
H (-1.99, -0.35, -0.90)
H (-1.43, 0.61, 0.39)
H (0.87, 1.48, -0.50)


Question: calculated total energy of number 2 (C53H73FGeMnN5O2P3)?
Answer: -6839.08045 Ha


Question: Among the records above, which one has the highest calculated total energy?
Answer: C2H2N4O


Repeat the third record exactly.
The following is a quantum chemistry calculation of a cluster of 2 separate species, H4S4 in total, from OMol25.

Values from the calculation:
Structure (SMILES)   SS.SS
Calculated total energy   -1595.10955 Ha
Lowest unoccupied orbital energy   0.15 eV
Gap between HOMO and LUMO   0.330 hartree
Energy relative to the best compared isomer or geometry (same formula, charge and spin)   10.7 kcal/mol

Cartesian coordinates (Å):
S (0.85, 0.82, 2.27)
S (0.16, -0.88, 1.35)
H (-0.30, 1.49, 2.50)
H (-0.17, -1.64, 2.41)
S (0.22, 0.48, -1.18)
S (-0.38, 0.27, -3.20)
H (-0.90, 0.11, -0.53)
H (0.52, -0.65, -3.62)